{"formula": "C3H3N3", "method": "the ωB97M-V functional and the def2-TZVPD basis", "mol_weight_g_mol": 81.08, "relative_energy_ev": 2.2672, "orbital_gap_ev": 8.9, "species": ["C", "C", "C", "H", "H", "H", "N", "N", "N"], "xyz": [[0.73958, 0.01217, -0.15351], [-0.14341, 1.14116, -0.12246], [-1.26707, -0.67720, 0.16758], [2.29874, 0.67737, 0.43879], [0.18763, 2.13489, 0.14531], [-2.28241, -0.98058, 0.28683], [1.99365, -0.21479, 0.10701], [-1.31571, 0.70473, 0.01845], [-0.13202, -1.15971, -0.15697]], "forces_ev_per_a": [[2.24, -3.87, 0.52], [0.72, 1.02, 1.28], [0.68, 0.73, -2.50], [1.26, 1.06, -0.18], [-0.27, 0.42, -0.87], [-0.06, -1.82, 0.42], [-2.93, 0.49, -0.30], [-1.79, 2.98, 1.03], [0.15, -1.01, 0.60]], "lowdin_charge": [-0.38, -0.11, -0.19, 0.04, 0.12, 0.11, 0.21, 0.08, 0.12]}

{"formula": "C3H3N3", "method": "the ωB97M-V functional and the def2-TZVPD basis", "mol_weight_g_mol": 81.08, "relative_energy_ev": 4.6205, "orbital_gap_ev": [8.8, 7.5], "species": ["C", "C", "N", "N", "N", "C", "H", "H", "H"], "xyz": [[-0.45245, -0.61245, -0.29343], [-0.84773, -0.12779, 0.98861], [0.05990, 0.27594, 1.71804], [1.26801, 1.61403, 0.42942], [1.16579, 1.03658, -0.57926], [0.57935, -0.05705, -1.01555], [-0.88577, -1.51810, -0.64658], [-1.83639, -0.19452, 1.35699], [0.94929, -0.41665, -1.95824]], "forces_ev_per_a": [[1.40, 0.44, -1.80], [-0.05, -0.19, -0.45], [1.28, 1.35, 1.91], [0.11, -1.18, -0.13], [0.77, 3.53, 0.61], [-1.56, -2.97, 0.08], [-0.48, -0.37, -0.48], [-1.35, -0.33, 0.34], [-0.11, -0.28, -0.09]], "lowdin_charge": [-0.06, -0.32, 0.15, 0.20, -0.09, -0.16, 0.09, 0.09, 0.10]}

{"formula": "C3H3N3", "method": "the ωB97M-V functional and the def2-TZVPD basis", "mol_weight_g_mol": 81.08, "relative_energy_ev": 3.1666, "orbital_gap_ev": 10.3, "species": ["N", "C", "C", "N", "C", "N", "H", "H", "H"], "xyz": [[1.08690, 0.20553, 0.56501], [-0.35888, -0.17984, 0.14958], [-1.21735, 0.97927, -0.01535], [-1.86136, 1.93985, -0.07409], [-0.41091, -1.22077, -0.85081], [-0.36800, -2.10609, -1.59420], [1.80438, -0.34508, 0.12400], [1.26357, 1.18480, 0.45582], [0.06165, -0.45766, 1.24004]], "forces_ev_per_a": [[1.20, 0.81, -0.68], [1.17, -0.23, 1.29], [-0.29, 0.42, 0.27], [0.66, -0.99, -0.01], [0.08, -0.57, -0.37], [-0.08, 0.80, 0.61], [-0.02, -0.18, -0.38], [0.11, 0.53, -0.20], [-2.82, -0.59, -0.54]], "lowdin_charge": [0.04, -0.33, -0.19, 0.16, -0.20, 0.16, 0.09, 0.08, 0.18]}

{"formula": "C3H3N3", "method": "the ωB97M-V functional and the def2-TZVPD basis", "mol_weight_g_mol": 81.08, "relative_energy_ev": 3.5813, "orbital_gap_ev": 9.0, "species": ["N", "C", "C", "N", "C", "N", "H", "H", "H"], "xyz": [[0.67836, 1.01282, 0.03967], [0.17547, -0.59391, 0.14440], [-0.80003, 0.22213, 0.78427], [-1.70622, 0.65817, 1.36709], [-0.20695, -1.31789, -1.08789], [-0.49183, -1.84748, -2.07916], [1.18000, 1.51638, 0.77453], [0.38148, 1.61255, -0.72396], [0.78972, -1.26278, 0.78105]], "forces_ev_per_a": [[1.71, -1.11, -1.24], [0.95, 2.22, -0.22], [-2.85, -1.42, 1.51], [-0.03, 0.10, 0.02], [0.16, 0.57, -0.95], [0.36, 0.59, 1.42], [-0.17, -1.11, -0.20], [-0.06, -0.80, -0.02], [-0.05, 0.97, -0.32]], "lowdin_charge": [0.07, -0.15, -0.43, 0.13, -0.15, 0.17, 0.10, 0.10, 0.15]}

{"formula": "C3H3N3O", "method": "the ωB97M-V functional and the def2-TZVPD basis", "mol_weight_g_mol": 97.08, "relative_energy_ev": 6.1669, "orbital_gap_ev": 8.9, "species": ["N", "C", "N", "N", "O", "C", "C", "H", "H", "H"], "xyz": [[-0.77247, 2.61128, -0.16360], [-0.42730, 1.43814, -0.16674], [-0.84028, -2.13967, 0.17947], [0.37267, -2.10076, 0.35162], [1.46341, 0.10678, 0.68039], [0.99732, -0.84666, -0.15025], [0.04948, 0.24169, -0.15186], [-1.29673, 2.92560, 0.65013], [1.60001, -1.06426, -1.03183], [-1.14612, -1.17214, -0.19733]], "forces_ev_per_a": [[0.27, -0.34, 0.07], [-0.02, 0.49, -0.05], [0.23, 0.26, 0.15], [-0.19, 0.11, -0.24], [-1.24, 0.30, -0.22], [-0.46, -1.00, -0.64], [1.84, 1.38, 0.87], [-0.30, -0.09, -0.13], [0.06, -0.08, -0.05], [-0.19, -1.03, 0.24]], "lowdin_charge": [0.17, -0.12, 0.07, 0.00, 0.05, -0.41, -0.06, 0.09, 0.15, 0.06]}

{"formula": "C3H3N3O", "method": "the ωB97M-V functional and the def2-TZVPD basis", "mol_weight_g_mol": 97.08, "relative_energy_ev": 4.1149, "orbital_gap_ev": 9.2, "species": ["N", "C", "N", "N", "O", "C", "C", "H", "H", "H"], "xyz": [[2.16487, 0.07100, 0.87849], [1.23801, -0.18622, 0.11392], [-0.39779, 0.53804, -1.57680], [-1.31984, 1.29346, -1.26631], [-1.53324, -0.92955, 2.01452], [-1.69481, -0.18519, 1.17552], [0.17873, -0.44001, -0.62244], [3.07481, 0.17316, 0.42388], [-1.64877, 1.14259, -0.29765], [-0.06196, -1.47726, -0.84314]], "forces_ev_per_a": [[-0.57, 0.08, -0.44], [0.15, 0.24, 0.02], [-0.23, 0.20, -0.07], [0.44, -0.32, -0.14], [-0.14, 0.64, -0.70], [-0.26, -1.00, 1.50], [0.36, 0.02, -0.08], [-0.07, -0.19, 0.09], [0.28, 0.17, -0.17], [0.04, 0.18, -0.01]], "lowdin_charge": [0.14, -0.19, -0.06, 0.05, 0.09, 0.03, -0.22, 0.08, -0.03, 0.11]}

{"formula": "C3H3N3O", "method": "the ωB97M-V functional and the def2-TZVPD basis", "mol_weight_g_mol": 97.08, "relative_energy_ev": 0.7753, "orbital_gap_ev": 10.2, "species": ["N", "C", "N", "N", "O", "C", "C", "H", "H", "H"], "xyz": [[2.06160, -0.26609, 0.61398], [0.98112, -0.62972, 0.20340], [0.61369, 2.18996, -0.85930], [-0.45108, 2.27162, -1.12870], [-1.39984, 0.35611, 1.32085], [-1.40687, -0.54836, 0.51107], [-0.21333, -1.08860, -0.14914], [2.47878, 0.57103, 0.21140], [-2.35588, -1.03255, 0.20545], [-0.29508, -1.83805, -0.92851]], "forces_ev_per_a": [[-0.72, -0.23, -0.26], [0.51, 0.13, 0.17], [-1.84, 0.20, -0.49], [1.83, -0.08, 0.44], [-0.02, -0.34, -0.27], [0.02, 0.19, 0.17], [0.13, 0.03, 0.06], [-0.03, -0.07, 0.01], [0.10, 0.07, 0.05], [0.03, 0.09, 0.12]], "lowdin_charge": [0.19, -0.19, 0.04, 0.06, 0.00, -0.32, -0.08, 0.07, 0.12, 0.10]}

{"formula": "C3H3N3O", "method": "the ωB97M-V functional and the def2-TZVPD basis", "mol_weight_g_mol": 97.08, "relative_energy_ev": 4.0836, "orbital_gap_ev": 9.4, "species": ["C", "C", "C", "H", "H", "H", "N", "N", "N", "O"], "xyz": [[-1.95082, -0.62345, 0.00536], [1.10618, 1.09343, -0.02039], [2.10825, -0.04564, -0.22467], [-2.39073, -1.76197, -0.24238], [0.13979, -0.98416, 0.38069], [1.40962, 2.05303, -0.22386], [-0.67071, -0.26001, 0.35213], [-0.11265, 0.99470, 0.21643], [3.19392, -0.70781, -0.02126], [-2.83285, 0.24189, -0.22204]], "forces_ev_per_a": [[-4.76, 1.59, -2.04], [1.05, -2.96, -0.66], [8.38, -3.89, 2.75], [2.41, 2.41, 1.23], [-2.37, 0.86, -0.12], [1.35, 2.00, -0.22], [3.73, -2.39, 0.17], [-2.93, -0.77, 0.07], [-9.52, 5.43, -2.07], [2.65, -2.28, 0.87]], "lowdin_charge": [-0.30, -0.15, -0.11, 0.18, 0.15, 0.08, -0.01, 0.06, 0.12, -0.03]}